DFT (ωB97M-V/def2-TZVPD) results for 5 unconnected molecules or ions with the total composition C3H17N2O4S in a non-equilibrium geometry.

Last column: natural (NBO) charge in e.
Geometry (Å):
N  -1.042  0.981  -1.726  -0.855
C  -0.938  0.186  -0.475  -0.104
C  -1.371  -1.273  -0.672  -0.576
S  -0.092  -2.151  -1.651  0.073
C  -1.789  0.886  0.649  -0.222
N  -1.141  2.127  1.127  -0.839
H  -0.754  0.372  -2.507  0.359
H  -1.952  1.221  -1.893  0.362
H  0.128  0.206  -0.125  0.206
H  -1.532  -1.803  0.319  0.212
H  -2.304  -1.341  -1.184  0.243
H  -2.816  1.104  0.289  0.186
H  -1.932  0.215  1.528  0.201
H  -0.890  2.768  0.361  0.357
H  -0.243  1.878  1.531  0.388
H  1.393  -1.484  1.511  0.487
H  -0.064  -1.873  1.566  0.457
O  0.689  -1.658  2.127  -0.956
H  2.107  0.476  1.383  0.477
H  1.059  0.211  2.454  0.492
O  1.597  0.888  2.024  -0.974
H  2.266  -1.776  -0.147  0.470
H  2.353  -0.322  -0.583  0.509
O  2.482  -0.960  0.221  -0.999
H  1.602  -0.340  -2.369  0.481
H  1.175  0.994  -1.776  0.505
O  2.011  0.469  -1.982  -0.939

Computed properties:
⟨S²⟩: 0.75
Spin multiplicity: 2
Energy (eV): -25390.8992